Entry 1:
39
Properties=species:S:1:pos:R:3:forces:R:3 method="wB97M-V/def2-TZVPD" homo_energy_ev="-14.36 / -14.36" max_force_ev_per_a=6.12 multiplicity=2 e_lumo_ha="-0.108 / -0.295" charge=+1 s2=0.76
O 0.07787 0.34011 -0.44822 -1.85 -0.18 -0.24
C -0.47867 1.16379 0.52806 2.66 1.22 0.34
N -0.33574 0.44904 1.83644 -3.68 -2.41 -1.46
C -0.83954 -0.89187 2.02392 -0.67 0.89 1.23
O -0.07618 -1.41717 2.96022 0.40 -0.22 0.10
O -1.86801 -1.26457 1.56123 0.22 -0.39 -0.60
C -1.89587 1.62350 0.31702 -2.71 0.86 -0.52
C -2.46760 1.46177 -1.11322 0.58 -0.44 0.62
H 0.48104 0.72578 2.39961 -2.91 1.36 1.64
H -0.21639 -2.35973 3.14149 -0.32 0.02 -0.13
H -2.02688 2.68080 0.57927 1.06 0.01 -0.14
H -2.71292 1.26421 0.95700 0.91 -0.96 0.37
H -3.42939 1.96320 -1.19427 0.16 0.26 0.08
H -1.74077 1.90402 -1.78513 -0.35 -0.23 -0.64
H -2.67605 0.40917 -1.33651 0.39 0.19 -0.22
H 2.37414 1.78531 -0.98071 0.18 0.51 -0.58
H 1.50304 0.14102 2.08995 2.45 -1.19 -0.76
O 3.15818 1.22081 -0.93700 -0.48 -0.24 0.57
H 3.75522 1.54584 -1.61808 -0.02 0.06 -0.02
H 0.62947 2.91367 -2.78471 0.75 0.39 -0.12
O 0.74947 3.10209 -1.83988 -0.36 -0.54 -1.07
H 2.55213 1.19709 1.83676 0.82 0.15 0.40
H 1.04641 0.40391 -0.49245 -0.06 -0.06 0.36
O 1.62338 1.10471 2.07830 5.86 -0.60 1.65
H -0.27542 -1.11089 -1.80077 0.46 -0.26 -0.28
H -0.83820 -2.32148 -1.22131 0.01 -0.50 -0.17
O -0.05365 -2.05642 -1.71920 -0.58 0.54 0.38
H -0.13398 2.82962 -1.57783 0.03 0.26 0.88
H 1.28429 2.06455 0.90018 -1.30 -0.07 -0.58
O 0.35927 2.25833 0.66390 -2.08 2.08 -1.08
H -3.06275 -1.99205 -0.15609 0.28 -0.30 0.10
H -2.61238 -3.39960 -0.73491 0.11 0.09 0.16
O -3.35382 -2.82204 -0.54533 -0.47 0.10 -0.25
H 2.24505 -2.91194 -1.55182 0.23 0.11 -0.07
H 1.70339 -3.98898 -0.70424 0.20 -0.20 0.29
O 2.41209 -3.33398 -0.69916 -0.17 -0.28 -0.56
H 1.00378 -1.70395 0.16262 0.11 -0.19 -0.35
H 2.48534 -1.67686 0.45135 0.03 -0.38 0.06
O 1.65067 -1.30083 0.75352 0.14 0.55 0.63

=====

Entry 2:
17
Properties=species:S:1:pos:R:3:forces:R:3 method="wB97M-V/def2-TZVPD" smiles="C=C.CCC" homo_energy_ev=-10.06 max_force_ev_per_a=2.85 e_lumo_ha=0.045 charge=0
C -2.13916 0.06611 -1.68616 -0.81 1.90 -1.95
C -2.42523 0.92260 -0.69698 0.49 -1.88 0.55
H -1.43858 -0.77773 -1.72762 -0.76 0.23 0.37
H -2.61646 0.45216 -2.67907 1.33 -1.22 1.45
H -2.20915 0.66572 0.37596 0.00 0.82 -1.16
H -2.97236 1.79500 -1.01220 -0.30 0.20 0.66
C 2.39403 0.57002 0.64952 1.91 -0.76 0.11
C 1.25752 -0.24927 1.25898 0.24 -0.27 2.73
C 0.51286 -1.22418 0.35294 -0.57 0.81 -1.13
H 2.44563 0.59386 -0.43882 -0.66 0.37 -0.08
H 3.34715 0.03961 0.86876 -0.41 0.02 -0.08
H 2.63858 1.55451 1.07259 -0.84 -0.10 -0.16
H 0.57810 0.37204 1.86073 -0.26 0.27 -0.86
H 1.69378 -0.77654 2.15652 -0.10 -0.01 -1.03
H 0.99144 -1.11245 -0.64187 -0.82 -0.07 0.18
H 0.53877 -2.28264 0.54138 0.53 -0.41 0.71
H -0.58608 -1.00725 0.32712 1.04 0.09 -0.32

=====

Entry 3:
64
Properties=species:S:1:pos:R:3:forces:R:3 method="wB97M-V/def2-TZVPD" smiles="NC(N)=O.NC(N)=O.NC(N)=O.NC(N)=O.NC(N)=O.NC(N)=O.NC(N)=O.NC(N)=O" homo_energy_ev=-8.94 max_force_ev_per_a=8.95 e_lumo_ha=0.009 charge=0
N 18.57755 -18.48695 -5.27770 2.50 1.91 -2.71
C 17.79531 -19.19397 -4.52829 0.58 -0.22 2.00
N 16.69552 -19.54669 -5.10781 -4.19 -1.70 -2.55
O 18.01236 -19.45699 -3.38747 0.88 -0.40 3.60
H 18.28554 -18.44581 -6.24369 0.79 0.80 0.18
H 19.40549 -18.05148 -4.89694 -0.24 -0.25 -0.40
H 16.76151 -19.77359 -6.08978 -0.53 0.04 0.10
H 16.03927 -20.10423 -4.58000 0.12 -0.13 -0.22
N 9.94895 -17.62051 -6.32550 -0.42 1.08 -2.14
C 10.87068 -17.77362 -5.37965 -2.13 -0.93 1.02
N 10.44959 -18.72350 -4.52973 0.62 -1.10 1.80
O 11.84929 -17.10676 -5.14413 1.58 0.92 -0.36
H 10.11878 -16.99501 -7.10010 -0.10 -0.33 0.05
H 9.12729 -18.20755 -6.30675 0.33 0.38 -0.36
H 10.92024 -18.69983 -3.63641 -0.23 -0.50 -0.12
H 9.62420 -19.28891 -4.66809 0.40 0.21 0.18
N 13.91309 -14.20998 -4.41449 -2.86 1.25 0.29
C 14.81768 -15.16577 -4.55418 4.29 4.02 -1.70
N 14.51270 -16.29222 -3.99436 -0.73 -3.68 1.53
O 15.92543 -14.88631 -5.03127 -0.28 -0.47 -0.01
H 13.19734 -14.43891 -3.73966 -0.10 0.56 -0.21
H 14.05916 -13.25013 -4.69278 0.24 -0.48 0.05
H 13.71173 -16.73762 -4.41883 -0.14 -0.57 0.59
H 15.35279 -16.81787 -3.79931 -0.33 -0.63 -0.42
N 13.48292 -24.47878 -9.87791 -2.66 0.14 1.15
C 14.51429 -25.14085 -10.38124 0.96 7.08 -2.12
N 14.75901 -26.24473 -9.88308 0.34 -8.35 3.21
O 15.28175 -24.54839 -11.11871 1.45 0.48 -1.71
H 12.90203 -24.97651 -9.21842 -0.05 0.67 0.01
H 13.43388 -23.47558 -9.98414 -0.24 -0.07 -0.60
H 15.58785 -26.80740 -10.01166 -0.21 0.51 -0.39
H 13.96297 -26.68739 -9.44665 0.56 -0.41 0.26
N 13.34948 -15.78624 -7.18249 -0.75 -0.17 1.40
C 13.07088 -16.29869 -8.38169 1.89 -0.04 0.06
N 13.46585 -15.44643 -9.33641 -0.73 -0.49 -2.70
O 12.74648 -17.47134 -8.54802 -0.50 0.50 -0.94
H 13.06660 -14.82015 -7.10033 0.23 -0.12 0.76
H 13.01227 -16.46522 -6.51513 -0.31 0.79 0.92
H 13.43961 -15.90948 -10.23363 0.13 0.85 -0.27
H 13.84052 -14.51737 -9.20766 -0.02 -0.53 0.06
N 13.48169 -19.41010 -6.96999 -1.29 5.96 0.79
C 13.82470 -20.61621 -6.72124 1.72 -0.61 3.59
N 13.92551 -21.20516 -7.87183 1.04 -4.43 -3.04
O 14.10412 -21.00469 -5.56470 -0.79 -1.03 -1.08
H 13.72231 -18.94172 -7.83186 -0.70 -0.18 0.10
H 13.36642 -18.76517 -6.20130 0.23 -0.20 0.04
H 14.03398 -20.66472 -8.71815 -0.45 -0.51 0.08
H 14.02314 -22.20882 -7.92866 0.30 0.22 -0.15
N 15.44190 -24.27119 -6.49880 -2.70 0.77 0.97
C 16.21657 -25.27608 -6.81994 3.51 2.15 -1.50
N 16.04260 -26.40727 -6.15032 0.09 -2.56 0.25
O 17.16356 -25.02401 -7.57986 -0.26 -1.54 -0.02
H 15.77151 -23.34266 -6.72079 -0.45 -0.16 0.34
H 14.75555 -24.53437 -5.80615 -0.17 1.41 0.03
H 15.43427 -26.52428 -5.35261 0.29 0.13 -0.27
H 16.80148 -27.05704 -6.29865 -0.35 -0.12 0.24
N 14.39377 -20.05989 -11.80992 0.69 7.25 -0.76
C 14.33110 -21.33299 -11.82917 -0.43 -2.38 2.37
N 15.36643 -21.95069 -12.32901 1.91 -1.24 -1.64
O 13.46707 -21.87573 -11.16790 -1.89 -1.52 0.59
H 13.69569 -19.44696 -11.41357 -0.25 -0.76 -0.02
H 15.25837 -19.56733 -11.98303 -0.12 -0.29 -0.24
H 15.52699 -22.87415 -11.95279 0.08 -0.62 -0.23
H 16.03823 -21.46298 -12.90427 -0.12 -0.35 0.27

=====

It is found that the energy values, taken in the order of the records, are -1048.1861; -197.6253; -1802.2356 Eh.
It is found that the relative energy (zero: lowest compared OMol25 entry of this formula, charge and spin) values, taken in the order of the records, are 259.4; 220.2; 506.4 kJ/mol.